This record from the OMol25 dataset describes a 4-piece molecular cluster, C39H68ClN6O6 overall at a distorted geometry. The level of theory is the ωB97M-V functional and the def2-TZVPD basis.

energy relative to the best compared isomer or geometry (same formula, charge and spin)	19.3	kcal/mol
net charge	+1
E_LUMO	-4.766	eV

```
120
Properties=species:S:1:pos:R:3:mulliken_charge:R:1
C -2.6790 3.2312 5.7962 -0.9125
C -1.7599 2.4964 5.1115 0.1807
O -2.0675 1.2412 4.5499 -0.3152
C -0.9498 0.4125 4.7191 0.2104
O -0.6173 0.1245 5.8384 -0.4714
C -0.1369 -0.0932 3.5285 0.8534
C 0.2210 0.7076 2.4044 0.4994
C -0.2459 2.1461 2.3316 -0.6702
C -0.1028 2.8239 0.9383 -0.0815
O 0.2838 4.1861 1.1375 -0.6245
C -1.4814 2.8618 0.1891 -1.0170
N -1.4213 3.7758 -0.9568 -0.2726
C 0.9883 0.1062 1.4531 -0.6947
N 1.4016 -1.1634 1.5292 0.4217
C 2.2824 -1.6493 0.4132 -0.8504
C 3.5412 -0.7717 0.4426 0.4927
C 4.3573 -0.9331 1.5420 -0.3085
C 5.5004 -0.1795 1.7188 -1.0667
C 5.7886 0.7472 0.7271 -0.5243
C 4.9781 0.9097 -0.3795 0.7785
C 5.3693 1.9778 -1.3943 -1.3028
C 3.8304 0.1495 -0.5463 -0.5845
C 1.0399 -1.9285 2.5509 0.2016
O 1.4688 -3.2171 2.5459 -0.2941
N 0.5223 -4.0152 1.7087 0.3277
O 1.1094 -4.8013 1.1272 -0.2744
C 0.2564 -1.4298 3.5946 0.2840
C -0.1092 -2.3715 4.7259 -1.5899
C -1.5848 -2.8536 4.6807 0.6703
O -2.3115 -2.7184 5.6184 -0.4242
Cl -2.1721 -3.6665 3.1900 -0.1594
H -3.0650 2.8338 6.7388 0.2859
H -3.0071 4.1758 5.3587 0.2529
H -0.7268 2.8621 5.0487 0.2892
H -1.2987 2.2360 2.6229 0.6203
H 0.3387 2.7519 3.0383 0.2885
H 0.6756 2.3998 0.2948 0.5391
H -0.2714 4.5855 1.8174 0.3680
H -1.7029 1.8393 -0.1603 0.2223
H -2.2577 3.2066 0.8862 0.4997
H -1.5788 4.7220 -0.6361 0.2702
H -0.4755 3.6893 -1.3151 0.1489
H 1.3218 0.6726 0.5895 0.3002
H 2.5543 -2.6954 0.5416 0.5464
H 1.7479 -1.4845 -0.5285 0.3487
H 4.1113 -1.6430 2.3368 0.3754
H 6.1272 -0.2864 2.5998 0.4302
H 6.6786 1.3704 0.8067 0.4395
H 5.7092 2.8564 -0.8315 0.3985
H 4.4803 2.3101 -1.9505 0.1480
H 6.1180 1.6407 -2.1177 0.3294
H 3.1621 0.2753 -1.3978 0.4963
H 0.0541 -1.9617 5.7231 0.5313
H 0.4919 -3.2911 4.6742 0.3986
C 2.1844 -11.1354 4.6983 -1.4367
C 1.3742 -9.9301 4.2440 -0.2857
N 1.5454 -8.7628 5.0920 0.1578
C 0.5776 -7.7151 4.8274 -1.0266
C 0.6154 -7.0334 3.4542 -0.4285
C 2.9141 -8.3157 5.2910 -0.7154
C 3.7355 -7.9432 4.0501 -0.7384
H 1.9602 -11.3904 5.7350 0.3337
H 1.9384 -11.9987 4.0788 0.4340
H 3.2583 -10.9665 4.6058 0.3004
H 0.3199 -10.2198 4.2668 0.4305
H 1.6168 -9.7173 3.1917 0.2340
H 0.6606 -6.9490 5.6047 0.3564
H -0.4208 -8.1432 4.9621 0.3936
H 1.4525 -6.3380 3.3723 -0.0803
H -0.3000 -6.4496 3.3100 0.3961
H 0.6729 -7.7497 2.6343 0.3215
H 3.4522 -9.0996 5.8294 0.3755
H 2.9134 -7.4686 5.9828 0.3215
H 3.6147 -8.6626 3.2390 0.2345
H 4.7967 -7.9205 4.3072 0.3827
H 3.4796 -6.9520 3.6752 0.0694
C -3.2657 1.1273 -3.3366 -1.2547
C -4.6405 1.3166 -3.9650 -0.3762
N -5.5835 2.0255 -3.1161 0.0769
C -6.9536 1.9567 -3.6026 -0.7048
C -7.2742 2.6240 -4.9441 -0.9567
C -5.1586 3.3320 -2.6316 -0.3009
C -4.7921 4.3970 -3.6711 -0.9327
H -3.3416 0.6253 -2.3690 0.2953
H -2.6435 0.5092 -3.9873 0.4851
H -2.7429 2.0759 -3.1955 0.1181
H -5.0426 0.3199 -4.1671 0.4552
H -4.5164 1.8074 -4.9419 0.2259
H -7.6224 2.3618 -2.8382 0.3494
H -7.2244 0.8984 -3.6798 0.4186
H -7.3189 3.7087 -4.8568 0.2286
H -8.2560 2.2941 -5.2910 0.3951
H -6.5540 2.3643 -5.7207 0.2720
H -4.2936 3.1912 -1.9757 -0.0260
H -5.9304 3.7370 -1.9712 0.3584
H -4.1747 3.9981 -4.4781 0.1511
H -4.2207 5.1950 -3.1905 0.3947
H -5.6759 4.8600 -4.1073 0.3089
C 2.9723 3.4977 -5.0104 -1.3831
C 1.6091 3.6890 -5.6606 -0.4751
N 0.6609 4.3980 -4.8209 0.4108
C -0.7065 4.3395 -5.3198 -0.4601
C -1.0065 5.0146 -6.6618 -1.2838
C 1.0931 5.6970 -4.3290 -0.7422
C 1.4796 6.7632 -5.3604 -1.1728
H 2.8788 2.9964 -4.0438 0.2012
H 3.6028 2.8791 -5.6511 0.4927
H 3.4931 4.4449 -4.8621 0.3089
H 1.2059 2.6938 -5.8696 0.4658
H 1.7486 4.1797 -6.6346 0.3009
H -1.3823 4.7468 -4.5618 0.2302
H -0.9867 3.2837 -5.4054 0.3287
H -1.0442 6.0991 -6.5704 0.2802
H -1.9873 4.6939 -7.0208 0.4490
H -0.2800 4.7526 -7.4315 0.2914
H 1.9499 5.5419 -3.6662 0.4317
H 0.3177 6.1033 -3.6734 0.3589
H 2.1002 6.3615 -6.1626 0.2566
H 2.0537 7.5536 -4.8718 0.3910
H 0.6046 7.2357 -5.8032 0.2991
```

***

This record from the OMol25 dataset describes C39H70N4O5SiTl as an isolated structure. The level of theory is the ωB97M-V functional and the def2-TZVPD basis.

net charge	+1
E_LUMO	-3.412	eV

```
120
Properties=species:S:1:pos:R:3:mulliken_charge:R:1
Tl 0.3951 -0.1610 -0.1457 1.7638
C -0.4737 -3.4191 1.3757 -0.9419
C -1.9036 -2.9536 1.3310 1.3180
C -2.9401 -3.8532 1.1159 -1.0517
C -4.2590 -3.4297 1.0811 -1.1105
C -4.5550 -2.0865 1.2412 -0.4605
C -3.5474 -1.1532 1.4476 0.8578
C -3.8727 0.3121 1.5953 -1.4718
C -2.2326 -1.6108 1.5111 -1.1398
N -1.2057 -0.6323 1.7156 0.8507
C -0.8851 -0.2049 2.8611 0.4533
C -1.4082 -0.7690 4.1458 -1.8774
C 0.0549 0.9753 2.9276 0.7413
C -0.0287 1.8498 4.1411 -1.7590
N 0.8225 1.1842 1.9463 1.2211
C 1.7153 2.3142 1.9275 -0.6246
C 3.0048 2.1582 2.4382 1.0984
C 3.4603 0.8372 2.9946 -1.7293
C 3.8469 3.2631 2.4419 -0.9255
C 3.4117 4.4869 1.9629 -1.1311
C 2.1353 4.6101 1.4418 -0.6385
C 1.2648 3.5271 1.4007 0.8300
C -0.0937 3.6645 0.7665 -1.1030
H -0.4272 -4.5041 1.3045 0.4645
H 0.0162 -3.1181 2.3043 0.2452
H 0.1118 -3.0054 0.5505 0.1130
H -2.7039 -4.9019 0.9853 0.4516
H -5.0555 -4.1463 0.9304 0.4427
H -5.5848 -1.7503 1.2144 0.4918
H -4.8416 0.5313 1.1506 0.4983
H -3.1197 0.9367 1.1106 0.1500
H -3.9238 0.6033 2.6480 0.3401
H -1.8422 -1.7513 3.9739 0.4221
H -2.1816 -0.1254 4.5703 0.4094
H -0.6037 -0.8484 4.8772 0.4608
H -1.0688 2.0323 4.4123 0.4309
H 0.4701 2.7982 3.9601 0.4210
H 0.4555 1.3653 4.9922 0.3961
H 3.1863 0.0186 2.3356 0.2710
H 3.0061 0.6413 3.9701 0.3085
H 4.5410 0.8288 3.1237 0.4721
H 4.8497 3.1582 2.8370 0.4398
H 4.0713 5.3441 1.9878 0.4472
H 1.7963 5.5654 1.0600 0.4483
H -0.3764 4.7130 0.6880 0.6685
H -0.8703 3.1350 1.3235 0.1017
H -0.0531 3.2388 -0.2378 -0.0394
C 3.9645 3.5207 -3.7793 -1.6603
C 3.9565 2.4311 -2.7133 1.6486
C 3.8172 3.0364 -1.3250 -1.1590
C 5.2197 1.5907 -2.8096 -1.8867
O 2.8609 1.5310 -2.9419 0.9220
Si 1.2466 1.6745 -2.8756 -2.9086
O 0.6026 1.4776 -1.3971 0.6512
O 0.5845 0.5178 -3.8513 1.4965
C 1.2093 -0.4834 -4.6906 1.6769
C 2.0215 0.1938 -5.7893 -1.7960
C 2.0989 -1.3929 -3.8547 -1.1262
C 0.0805 -1.2914 -5.3093 -2.0628
O 0.8329 3.1808 -3.3395 -0.1198
C -0.3690 3.7455 -3.8652 1.8167
C -1.5943 3.1387 -3.1848 -0.9617
C -0.4128 3.4820 -5.3667 -1.4428
C -0.3119 5.2410 -3.5897 -1.9114
H 4.8065 4.1965 -3.6264 0.5137
H 3.0354 4.0869 -3.7413 0.1337
H 4.0514 3.0713 -4.7705 0.3809
H 4.6708 3.6706 -1.0856 0.7121
H 3.7463 2.2414 -0.5778 -0.0213
H 2.9032 3.6314 -1.2710 0.0933
H 6.1004 2.2165 -2.6615 0.4653
H 5.2898 1.1203 -3.7914 0.3549
H 5.2129 0.8077 -2.0484 0.2133
H 2.7780 0.8425 -5.3490 0.0986
H 1.3744 0.7965 -6.4294 0.3836
H 2.5178 -0.5595 -6.4017 0.5270
H 2.9655 -0.8397 -3.4925 -0.1616
H 2.4405 -2.2369 -4.4558 0.6627
H 1.5582 -1.7747 -2.9880 0.1229
H -0.6124 -0.6355 -5.8389 0.4860
H -0.4644 -1.8452 -4.5400 0.1971
H 0.4858 -2.0098 -6.0221 0.5047
H -1.6743 2.0829 -3.4516 -0.1940
H -2.4998 3.6586 -3.4978 0.6898
H -1.4913 3.2234 -2.1001 -0.0291
H -0.3979 2.4065 -5.5517 -0.0296
H 0.4628 3.9256 -5.8426 0.3406
H -1.3102 3.9162 -5.8093 0.4804
H -0.2164 5.4254 -2.5182 0.3450
H -1.2190 5.7257 -3.9523 0.4203
H 0.5440 5.6853 -4.0989 0.3939
C 3.9317 -2.5074 -0.6584 -1.7364
C 2.9624 -1.7061 0.1994 1.7600
C 2.8038 -2.3453 1.5705 -1.5714
O 1.7307 -1.6537 -0.5119 -0.4215
H 4.9160 -2.5207 -0.1879 0.4559
H 4.0068 -2.0652 -1.6500 0.2608
H 3.5713 -3.5330 -0.7577 0.3895
H 3.3991 -0.7029 0.3156 -0.3725
H 2.5273 -3.3956 1.4620 0.3556
H 2.0165 -1.8445 2.1430 0.2140
H 3.7374 -2.2868 2.1317 0.4917
C -4.1523 -2.5182 -2.9190 -1.7150
C -3.5641 -1.1283 -2.7071 1.4201
C -4.5704 -0.2495 -1.9699 -1.1856
C -3.1867 -0.4900 -4.0553 -1.6139
N -2.3901 -1.3397 -1.8310 0.0864
N -1.5078 -0.2389 -1.6862 0.3377
H -5.0791 -2.4504 -3.4870 0.4394
H -4.3679 -2.9864 -1.9565 0.2763
H -3.4592 -3.1586 -3.4708 0.4438
H -5.4989 -0.1955 -2.5395 0.5545
H -4.2011 0.7725 -1.8420 0.2905
H -4.7837 -0.6740 -0.9906 -0.0808
H -3.8641 -0.8224 -4.8422 0.5559
H -2.1740 -0.7654 -4.3509 -0.0918
H -3.2388 0.5986 -4.0141 0.3020
H -1.8589 -2.1527 -2.1165 0.3697
H -2.0344 0.5934 -1.4410 0.1011
H -0.9368 -0.0134 -2.5099 -0.6020
```

***

This record from the OMol25 dataset describes a 3-piece molecular cluster, C39H71Br3FN2O8P overall at a distorted geometry. The level of theory is the ωB97M-V functional and the def2-TZVPD basis.

SMILES	CNC[C@@](C[C@H]1CO1)(O[C@H](CC(=O)Br)[C@](C)(O[C@H](CCCNCc1ccccc1O)[C@@H](Br)[C@H](C)Br)P(=O)(O)O)[C@@H](C)F.CCCCCC.CCCCCC
E_LUMO	0.026	eV

```
125
Properties=species:S:1:pos:R:3:mulliken_charge:R:1
C -0.0767 -0.9630 3.1575 -0.7125
N 0.6160 -1.9245 2.2054 0.0095
C -0.1907 -3.1636 2.1065 -0.9839
C 0.2431 -4.2205 0.9925 1.1896
C -0.2005 -5.6970 1.4201 -1.4581
C -1.8408 -5.6823 1.9535 1.0758
C -2.6807 -7.1162 1.6065 -1.0350
O -2.1640 -6.6285 3.0714 -0.4943
O 0.0420 -3.8567 -0.3779 -0.5209
C -1.3162 -3.6050 -0.7792 1.5045
C -1.8440 -4.8921 -1.5681 -0.4559
C -3.4158 -5.1645 -1.4971 0.2511
O -3.8545 -6.0827 -2.2446 -0.5989
Br -4.7454 -4.2173 -0.3947 0.0450
C -1.3441 -2.2113 -1.5874 0.2972
C 0.1516 -1.6784 -1.8142 -0.9769
O -2.2685 -1.3283 -0.9532 0.4508
C -1.7499 -0.3430 -0.0726 1.4898
C -2.8247 -0.1819 1.1472 -0.4891
C -4.3394 -0.4450 0.7326 0.0016
C -5.1558 -0.6283 2.1423 -0.5816
N -6.5330 -0.0691 2.0919 -0.2014
C -7.5579 -1.0270 2.6024 -0.8938
C -7.9135 -2.0692 1.4326 0.6166
C -8.1531 -3.5482 1.8444 -0.5420
C -8.4564 -4.6016 0.7397 -0.4723
C -8.5173 -4.1630 -0.7553 -0.4066
C -8.3253 -2.6886 -1.2069 -0.3385
C -8.0243 -1.6527 -0.0678 0.2747
O -7.8557 -0.2850 -0.5203 -0.4810
C -1.5520 1.0673 -0.8515 -0.8094
Br -3.2169 1.6284 -1.8475 -0.1267
C -1.0647 2.2680 0.1100 0.3979
C -0.9311 3.5745 -0.8605 -1.1070
Br 0.7757 1.9122 0.7837 -0.1360
P -2.0253 -2.3529 -3.3810 0.7410
O -3.5053 -2.7386 -3.4502 -0.6433
O -0.9933 -3.2222 -4.4128 -0.5538
O -1.9546 -0.7214 -3.9532 -0.5597
C 1.8841 -4.3189 1.1099 -0.2440
C 2.6590 -3.2668 0.1954 -0.7959
F 2.3353 -4.4029 2.4726 -0.4275
H 0.6499 -0.7578 4.0354 0.3859
H -0.3302 0.0368 2.6733 -0.0060
H -1.0170 -1.4028 3.6306 0.2802
H 1.5380 -2.0570 2.6357 0.4113
H -1.2983 -2.8346 2.0391 -0.0607
H -0.1101 -3.7073 3.1297 0.5387
H 0.3018 -5.9955 2.3989 0.4367
H -0.1439 -6.4850 0.6040 0.5161
H -2.4516 -4.6524 1.8619 -0.0127
H -3.5005 -6.4118 1.1353 0.0203
H -3.4606 -7.6474 2.2325 0.4374
H -2.0389 -3.4561 0.1122 -0.8847
H -1.3666 -5.8100 -1.0448 0.2924
H -1.4540 -4.9893 -2.6519 0.3405
H 0.7871 -2.4602 -2.3834 0.4137
H 0.7128 -1.4056 -0.8604 -0.1731
H 0.1589 -0.7549 -2.5122 0.4604
H -0.7637 -0.5524 0.4578 -1.1071
H -2.7015 0.7930 1.7234 0.2770
H -2.5360 -1.0241 1.8893 0.0341
H -4.8543 0.4224 0.1863 0.1004
H -4.5381 -1.4047 0.1547 -0.2740
H -5.2097 -1.7608 2.3194 0.1416
H -4.5281 -0.0958 2.9377 0.2571
H -6.5862 0.8023 2.6367 0.2719
H -7.0905 -1.6220 3.4798 0.2915
H -8.4979 -0.5223 3.0195 0.4205
H -8.1004 -3.8652 2.9440 0.2679
H -8.6063 -5.7049 0.9884 0.3275
H -8.7048 -4.9303 -1.5826 0.3007
H -8.3668 -2.3219 -2.2826 0.3564
H -8.7758 0.0343 -0.6915 0.3088
H -0.7471 1.0026 -1.6783 0.4044
H -1.8185 2.5656 0.9086 0.2610
H -0.7049 3.2796 -1.9503 0.2771
H -0.1673 4.3310 -0.4781 0.3332
H -1.9428 4.1287 -0.9044 0.3338
H -1.6015 -3.6171 -5.0931 0.3828
H -2.7117 -0.5652 -4.5637 0.3120
H 2.1122 -5.3572 0.6475 0.4462
H 3.7785 -3.3476 0.4810 0.4230
H 2.3746 -2.1761 0.3507 -0.0186
H 2.5443 -3.5574 -0.8991 0.2154
C 3.9534 0.5965 -1.1192 -0.8501
C 5.0557 0.5491 -0.0706 -0.3824
C 5.4939 1.9325 0.4126 -1.0114
C 6.1018 2.8405 -0.6611 -0.2529
C 7.3224 2.2725 -1.3855 -0.6344
C 8.5069 2.0159 -0.4626 -1.2322
H 4.2834 1.1004 -2.0313 0.3822
H 3.6525 -0.4190 -1.3947 0.2682
H 3.0722 1.1170 -0.7358 -0.0079
H 5.9125 -0.0085 -0.4623 0.3523
H 4.6898 -0.0179 0.7926 0.2956
H 6.2106 1.8078 1.2314 0.4071
H 4.6279 2.4464 0.8472 0.3046
H 6.3787 3.7908 -0.1903 0.3149
H 5.3362 3.0866 -1.4051 0.3751
H 7.6320 2.9880 -2.1546 0.3883
H 7.0614 1.3491 -1.9115 0.2765
H 8.8102 2.9341 0.0484 0.2978
H 9.3627 1.6543 -1.0401 0.3939
H 8.2751 1.2604 0.2920 0.2863
C 2.9132 6.2451 -0.3666 -0.9529
C 3.7589 6.9167 -1.4395 -0.5258
C 5.2628 6.7373 -1.2279 -0.0774
C 5.8219 7.3488 0.0610 -0.6318
C 5.5766 8.8478 0.2351 -0.5697
C 6.2355 9.6968 -0.8445 -1.1899
H 3.0930 6.6788 0.6204 0.2826
H 1.8502 6.3707 -0.5926 0.3243
H 3.1229 5.1731 -0.3171 0.1772
H 3.5047 7.9800 -1.4960 0.2944
H 3.4934 6.4862 -2.4110 0.3634
H 5.7916 7.1591 -2.0895 0.3822
H 5.4947 5.6661 -1.2286 -0.2893
H 6.9012 7.1597 0.0908 0.4833
H 5.4017 6.8225 0.9250 0.3363
H 5.9772 9.1531 1.2075 0.3653
H 4.5036 9.0604 0.2639 0.2617
H 7.3159 9.5286 -0.8689 0.2888
H 6.0652 10.7588 -0.6447 0.3802
H 5.8289 9.4782 -1.8349 0.2856
```

***

no.,HOMO-LUMO gap (eV)
1,4.73
2,7.89
3,8.39